Below is a structure of composition C36H31Br2O2PdS2, with properties calculated with wB97M-V/def2-TZVPD.

Structure (XYZ):
```
74
Properties=species:S:1:pos:R:3:forces:R:3:lowdin_charge:R:1
Pd 2.68581 1.55220 0.17027 0.457 -0.391 -0.369 0.6199
Br 4.50851 5.61321 0.89141 -0.007 0.000 -0.006 0.5971
Br 3.34760 3.23488 2.73740 0.331 0.371 0.237 0.7094
S 2.04245 -1.34607 -0.38617 -0.519 -0.386 -0.819 1.0127
S 1.26856 0.67266 1.88014 -1.007 0.611 0.718 0.8648
O 1.93807 0.61709 3.17989 0.259 -0.089 0.229 -0.4802
O 3.32033 -0.69881 -0.81676 0.344 0.235 -0.179 -0.5295
C -2.66934 0.96828 -0.34556 -0.114 0.012 0.087 -0.0069
C 0.09202 -0.70108 1.87003 -0.031 -0.032 -0.554 -0.3070
C 1.80359 -2.76926 -2.80556 0.053 0.068 -0.130 -0.0481
C -1.39830 0.80954 -0.94225 0.149 0.120 -0.161 -0.1125
C 1.47093 -3.91972 -3.49730 0.014 0.073 0.002 -0.0202
C -0.81141 -2.56390 3.04845 -0.046 0.006 -0.049 0.0063
C -3.54501 1.90679 -0.81597 0.050 -0.072 0.067 -0.0500
C 0.26407 3.01635 0.89205 0.080 -0.002 0.013 -0.1235
C -0.44372 -0.12777 -0.46075 0.311 -0.098 -0.071 -0.1581
C -1.53017 -2.08774 0.75321 0.079 -0.075 0.144 -0.1111
C 1.15078 0.61506 -2.15329 -0.111 -0.059 -0.248 -0.0881
C 1.66816 -2.75639 -1.42669 0.081 0.023 0.505 -0.3601
C 0.78749 -0.21582 -1.07054 -0.112 -0.116 0.279 -0.3344
C 0.89222 -5.02372 -1.44549 -0.009 0.014 -0.133 -0.0237
C -1.03683 1.64922 -2.03086 -0.114 -0.098 0.148 -0.1534
C -3.05165 -3.58594 -0.37160 0.030 0.126 -0.092 -0.0525
C -3.19292 2.73261 -1.90305 0.058 0.052 -0.069 -0.0565
C -2.27032 -2.46656 -0.39277 -0.086 -0.041 -0.090 -0.0105
C -3.14373 -4.37224 0.79529 0.024 -0.063 0.176 -0.0568
C -0.66253 -0.96532 0.74824 0.060 0.142 0.214 -0.1584
C 0.62630 -6.28756 -3.60524 0.008 0.055 0.019 -0.0388
C -0.91783 2.13280 2.79574 -0.029 -0.102 0.139 -0.0364
C 4.77972 1.94655 -0.26500 0.624 -0.153 -0.021 -0.0879
C -1.60241 -2.89228 1.92294 0.041 0.091 -0.141 -0.1472
C -0.59282 4.10168 0.85465 -0.119 0.022 0.010 -0.0136
C -1.96843 2.60605 -2.49465 -0.030 0.057 -0.041 -0.0214
C 0.24324 1.52606 -2.62114 0.134 -0.075 0.053 -0.0014
C 1.00413 -5.05598 -2.83300 -0.002 -0.045 0.090 -0.2543
C -1.62709 4.21328 1.78041 0.057 -0.002 -0.037 -0.2497
C -2.57630 5.37567 1.74163 0.014 -0.046 0.005 -0.0325
C -1.76939 3.22120 2.75266 0.024 -0.028 0.012 -0.0125
C -2.43852 -4.03421 1.91488 -0.089 -0.057 -0.043 -0.0192
C 4.47944 4.82532 2.64311 -0.285 -0.216 -0.167 -0.9960
C 0.09577 2.03544 1.85629 0.275 -0.132 -0.296 -0.3734
C 1.22472 -3.87862 -0.74039 0.002 0.058 0.059 -0.0759
C 0.03829 -1.49489 3.02321 0.102 0.049 0.255 -0.0417
H -3.89945 3.46615 -2.26842 0.004 -0.001 -0.002 0.1117
H -0.45758 4.87322 0.10690 0.008 -0.021 -0.010 0.1247
H -2.94270 0.32891 0.48457 -0.015 0.034 0.015 0.1242
H -2.50288 -4.63703 2.81227 -0.001 -0.012 -0.012 0.1194
H -2.67737 5.82285 2.73057 -0.009 0.029 -0.016 0.0892
H 1.14720 -3.85419 0.34143 -0.001 -0.018 -0.017 0.1123
H -0.87944 -3.18920 3.92977 0.032 0.023 0.019 0.1254
H -1.02751 1.37157 3.55938 -0.030 0.011 -0.012 0.1274
H -1.68637 3.23467 -3.33085 -0.042 0.015 0.009 0.1196
H 0.61659 -7.16383 -2.95966 -0.010 -0.024 -0.034 0.0805
H 2.10906 0.47265 -2.63921 0.049 0.099 0.128 0.1116
H 4.67861 2.88080 -0.81808 -0.211 0.075 0.092 -0.0092
H -2.20363 -1.86026 -1.28754 0.005 -0.035 -0.014 0.1226
H -3.60554 -3.87594 -1.25477 -0.005 0.018 0.004 0.1120
H -2.23620 6.13886 1.04443 -0.024 0.021 0.013 0.0811
H 2.18111 -1.90101 -3.33204 -0.013 -0.021 0.011 0.1149
H 1.08802 2.95546 0.17008 -0.346 0.169 0.024 0.0710
H 5.48608 4.53476 2.90945 -0.005 -0.048 0.003 0.0050
H 4.06387 5.54939 3.32974 -0.002 -0.014 0.037 -0.0002
H -4.51844 2.01735 -0.35653 0.000 -0.014 0.010 0.1129
H 5.30004 2.04324 0.68010 -0.084 0.090 0.043 -0.0103
H -3.56876 5.04428 1.42973 0.000 0.015 -0.008 0.0880
H -3.77763 -5.24913 0.79959 0.011 -0.001 -0.002 0.1116
H 0.66546 -1.24138 3.86831 -0.002 -0.030 -0.028 0.1175
H 0.55620 -5.90471 -0.91290 -0.013 0.009 -0.004 0.1197
H 1.57874 -3.94188 -4.57493 0.005 -0.004 0.003 0.1220
H 5.13877 1.11374 -0.86066 -0.234 -0.085 0.026 0.0019
H 1.32168 -6.46297 -4.42527 -0.010 -0.026 -0.001 0.0851
H -0.37053 -6.17168 -4.03563 0.004 -0.026 -0.006 0.0904
H -2.55779 3.31117 3.49002 -0.004 -0.017 -0.003 0.1256
H 0.49692 2.16609 -3.45771 -0.009 -0.017 -0.013 0.1255
```
Positions in Å, forces in eV/Å.

Calculated values
HOMO level (spin up / spin down) = -11.0 / -11.0 eV
Total charge = +1
E_LUMO (spin up / spin down) = -2.82 / -4.81 eV
ΔE to the lowest compared entry with this formula, charge and spin = 21.3 kcal per mole
Kohn-Sham gap (spin up / spin down) = 8.2 / 6.2 eV
2S+1 = 3

***

Below is a structure of composition C4H5NO, with properties calculated with wB97M-V/def2-TZVPD.

Structure (XYZ):
```
11
Properties=species:S:1:pos:R:3:forces:R:3:lowdin_charge:R:1
O 1.04953 -0.30098 2.09117 -0.255 0.082 -0.565 0.1078
N -1.44297 0.14560 -0.30779 -0.167 -0.151 -0.027 0.0581
C 0.93822 -0.57170 -0.41277 0.107 -0.146 -0.086 -0.1005
C 0.54849 -0.14409 1.01059 0.183 -0.079 0.506 -0.3790
C -0.45064 0.85743 0.47956 -0.010 0.196 0.225 -0.2471
C 0.10732 0.63767 -0.91665 0.332 0.016 0.010 -0.0364
H 2.01342 -0.44413 -0.57470 -0.124 0.007 0.043 0.1173
H -1.43962 -0.86513 -0.19164 0.041 0.115 0.009 0.1161
H -0.77578 1.76907 0.97312 0.076 -0.123 -0.083 0.1390
H 0.65054 -1.56235 -0.77734 0.027 0.161 0.019 0.1078
H -1.19853 0.47861 -1.37357 -0.211 -0.077 -0.051 0.1169
```
Positions in Å, forces in eV/Å.

Calculated values
HOMO level = -9.4 eV
E_LUMO = 0.87 eV
ΔE to the lowest compared entry with this formula, charge and spin = 111.0 kcal per mole
Kohn-Sham gap = 10.3 eV

***

Below is a structure of composition C8H29ClFO6PS4Si2, with properties calculated with wB97M-V/def2-TZVPD.

Structure (XYZ):
```
52
Properties=species:S:1:pos:R:3:forces:R:3:lowdin_charge:R:1
Cl 3.44400 1.17587 -0.46828 0.011 0.132 -0.435 0.1194
S -1.24411 4.76310 1.44730 0.008 -0.014 -0.012 0.7868
S 5.03641 -2.75319 -1.98611 -0.027 0.019 0.118 0.8184
S -4.84504 0.16407 1.46711 -0.003 0.092 -0.058 0.7821
S -0.64862 -3.34385 -2.42305 0.031 0.090 0.143 0.8129
P 3.56168 0.79299 1.56948 -0.253 -0.574 0.131 0.3809
Si 1.58573 1.89198 2.07000 0.189 -0.058 0.376 0.3696
Si -0.46617 0.19920 0.75686 0.050 0.182 0.045 0.4286
F -0.96952 1.39760 -0.20187 0.108 -0.321 0.270 -0.1921
O 0.19573 5.06128 1.22229 0.017 0.092 0.040 -0.5757
O -5.75174 1.32627 1.67291 0.018 -0.029 0.033 -0.5584
O -0.84322 -2.20520 -1.48376 -0.111 -0.100 -0.063 -0.5843
O 0.28095 0.87341 2.07501 -0.015 0.092 -0.575 -0.4544
O 3.79030 -2.59384 -1.17358 -0.009 0.001 -0.032 -0.5712
O 2.96257 -0.75669 1.61541 -0.013 0.324 0.025 -0.4811
C -1.63535 5.37919 3.08964 -0.048 -0.005 0.002 -0.2659
C -4.11376 -0.20526 3.06657 0.011 -0.009 -0.002 -0.2820
C -2.15630 6.01754 0.54349 -0.079 -0.042 -0.002 -0.2653
C 0.30295 -4.57655 -1.52651 0.027 -0.003 0.007 -0.2609
C -5.89441 -1.29356 1.39463 0.020 -0.018 0.000 -0.2708
C 5.37045 -1.14631 -2.70757 -0.065 0.073 0.057 -0.2764
C 4.54561 -3.56954 -3.50825 -0.029 -0.009 0.024 -0.2662
C 0.67276 -2.85790 -3.53718 0.038 0.025 -0.111 -0.2715
H 0.58489 -5.38170 -2.20519 -0.015 -0.017 0.006 0.0522
H 1.77280 2.40081 3.44662 -0.121 -0.014 0.030 -0.0551
H 1.18459 -4.09637 -1.10196 0.018 0.018 0.019 0.0498
H -2.71022 5.30824 3.25677 0.007 -0.004 0.017 0.0545
H 5.62815 -0.48822 -1.87998 -0.006 0.043 -0.037 0.0291
H -4.90881 -0.28840 3.80717 0.004 0.013 0.005 0.0557
H 1.44457 2.99802 1.11708 0.011 -0.056 -0.059 -0.0479
H -1.10767 4.74686 3.80109 0.001 0.012 0.004 0.0471
H -0.33845 -4.96458 -0.73740 0.020 0.003 -0.008 0.0496
H 3.22825 -1.30644 0.86307 0.160 -0.035 -0.027 0.0018
H 5.39353 -3.59821 -4.19165 0.004 -0.004 -0.002 0.0557
H 6.19877 -1.20445 -3.41269 0.013 -0.069 0.019 0.0565
H 4.24642 -4.58328 -3.24804 -0.005 0.009 -0.013 0.0517
H -3.45154 0.62273 3.31255 0.000 -0.010 0.009 0.0473
H 1.53428 -2.52168 -2.95724 -0.078 0.016 0.076 0.0366
H 4.46334 -0.78569 -3.19295 0.008 0.014 0.015 0.0579
H -1.29003 6.40929 3.17349 0.011 -0.004 0.004 0.0573
H 0.28029 -2.04656 -4.15027 0.063 -0.035 0.021 0.0529
H -5.27031 -2.18677 1.36912 -0.013 -0.006 -0.009 0.0527
H -3.21831 5.93287 0.77362 0.001 0.008 -0.016 0.0551
H -6.47490 -1.22113 0.47737 -0.008 -0.007 0.010 0.0478
H -1.64951 -0.52455 1.24202 0.020 0.049 0.011 -0.0205
H -1.76722 6.99776 0.81704 0.007 0.001 -0.012 0.0566
H 0.93666 -3.70833 -4.16870 -0.024 0.036 -0.015 0.0534
H -6.55614 -1.29834 2.26041 -0.007 0.004 -0.007 0.0556
H 0.48543 -0.62437 0.01717 0.028 0.081 -0.023 -0.0148
H 3.70821 -3.02712 -3.94657 0.018 -0.010 -0.012 0.0415
H -1.99155 5.82593 -0.51464 0.002 0.017 0.002 0.0509
H -3.53638 -1.12690 2.99815 0.005 0.007 0.013 0.0466
```
Positions in Å, forces in eV/Å.

Calculated values
HOMO level = -8.1 eV
E_LUMO = 0.36 eV
Kohn-Sham gap = 8.5 eV

***

Respective largest force on an atom values: 1.4; 0.6; 0.6 eV Å⁻¹.